Computed, not measured: a gas-phase ion, C6H8NO (charge +1), with wB97M-V/def2-TZVPD.

## Properties
relative energy (zero: lowest compared OMol25 entry of this formula, charge and spin)	161.7	kcal per mole
HOMO-LUMO gap	8.583	eV

The geometry in ORCA input format:
```
! wB97M-V def2-TZVPD RIJCOSX def2/J DEFGRID3
* xyz 1 1
C 2.36 -0.25 -0.21
C 1.77 -0.09 1.12
C 0.94 -0.68 0.04
C -1.11 1.34 1.62
C -0.33 0.02 -0.39
C -1.44 -0.70 -1.19
N -0.58 1.02 0.56
O -0.01 1.40 -0.57
H 2.55 0.77 -0.64
H 3.04 -1.08 -0.55
H -1.47 0.55 2.26
H 0.56 -1.78 -0.04
H -1.12 2.27 2.18
H -2.25 -0.07 -1.61
H -1.90 -1.52 -0.51
H -0.99 -1.21 -2.06
*
```


Computed, not measured: 2 unconnected molecules or ions with the total composition C4H8N2O, with wB97M-V/def2-TZVPD.

## Properties
relative energy (zero: lowest compared OMol25 entry of this formula, charge and spin)	48.0	kcal per mole
SMILES	CC(C)=O.N=C=N
HOMO-LUMO gap	10.632	eV

The geometry in ORCA input format:
```
! wB97M-V def2-TZVPD RIJCOSX def2/J DEFGRID3
* xyz 0 1
C -1.51 0.10 1.17
C -1.10 0.40 -0.28
C -1.70 -0.49 -1.36
O -0.29 1.24 -0.51
H -2.57 -0.22 1.34
H -0.85 -0.70 1.47
H -1.31 0.93 1.80
H -1.32 -1.45 -1.27
H -1.48 -0.21 -2.41
H -2.78 -0.67 -1.15
N 3.61 0.91 -0.56
C 3.15 0.12 0.25
N 2.83 -0.65 1.14
H 3.07 0.99 -1.41
H 2.25 -0.31 1.79
*
```


Computed, not measured: 4 unconnected molecules or ions with the total composition C27H57O16P3S, with wB97M-V/def2-TZVPD.

## Properties
relative energy (zero: lowest compared OMol25 entry of this formula, charge and spin)	0.0	kcal per mole
HOMO-LUMO gap	9.552	eV

The geometry in ORCA input format:
```
! wB97M-V def2-TZVPD RIJCOSX def2/J DEFGRID3
* xyz 0 1
O 6.72 -3.66 0.25
S 6.64 -4.24 -1.07
O 7.73 -3.37 -1.99
O 8.15 -2.18 -1.34
O 5.17 -3.84 -1.63
C 4.29 -5.00 -1.70
C 3.10 -4.60 -2.58
C 1.81 -5.35 -2.20
C 0.73 -4.48 -1.61
C -0.09 -5.02 -0.62
C -1.08 -4.23 -0.04
C -1.27 -2.92 -0.41
C -0.47 -2.37 -1.40
C 0.50 -3.16 -1.99
H 7.82 -1.48 -1.92
H 3.98 -5.23 -0.68
H 4.84 -5.83 -2.15
H 3.36 -4.81 -3.61
H 3.02 -3.51 -2.49
H 2.07 -6.08 -1.42
H 1.43 -5.95 -3.04
H 0.03 -6.05 -0.31
H -1.72 -4.68 0.71
H -2.06 -2.34 0.06
H -0.61 -1.34 -1.70
H 1.13 -2.74 -2.77
O -7.52 -6.81 3.99
P -6.11 -6.84 3.53
O -5.37 -6.02 4.76
C -5.67 -6.29 6.12
C -4.80 -7.38 6.71
O -6.04 -5.75 2.35
C -7.24 -5.27 1.72
C -7.78 -4.04 2.42
O -4.73 -7.49 3.02
C -4.16 -8.68 3.58
C -5.16 -9.79 3.82
H -6.72 -6.53 6.25
H -5.48 -5.36 6.66
H -5.02 -8.35 6.26
H -4.98 -7.48 7.78
H -3.74 -7.17 6.56
H -7.99 -6.05 1.68
H -6.97 -5.02 0.69
H -7.76 -4.15 3.51
H -8.80 -3.83 2.10
H -7.16 -3.17 2.19
H -3.61 -8.42 4.49
H -3.41 -9.02 2.86
H -6.07 -9.43 4.30
H -4.72 -10.56 4.45
H -5.45 -10.26 2.88
O 2.85 2.35 2.17
P 2.04 2.29 0.94
O 0.81 1.26 1.17
C 0.06 1.27 2.38
C -1.11 2.23 2.34
O 2.93 1.45 -0.11
C 4.28 1.08 0.19
C 4.36 -0.26 0.88
O 1.45 3.18 -0.25
C 0.56 4.27 -0.04
C 0.94 5.19 1.10
H 0.71 1.48 3.23
H -0.32 0.25 2.50
H -0.76 3.27 2.31
H -1.72 2.12 3.24
H -1.73 2.05 1.47
H 4.76 1.86 0.79
H 4.81 1.05 -0.76
H 3.61 -0.36 1.67
H 5.35 -0.41 1.32
H 4.18 -1.07 0.17
H -0.46 3.89 0.07
H 0.56 4.85 -0.97
H 1.23 4.64 2.00
H 0.11 5.85 1.35
H 1.79 5.82 0.82
O 1.65 7.16 -4.42
P 1.78 8.23 -3.41
O 2.79 9.35 -3.97
C 2.73 9.81 -5.32
C 1.77 10.96 -5.51
O 2.67 7.59 -2.23
C 3.01 6.20 -2.23
C 4.33 5.95 -2.93
O 0.95 9.08 -2.36
C -0.16 9.93 -2.72
C -1.12 9.29 -3.70
H 2.48 8.98 -5.99
H 3.74 10.13 -5.58
H 0.74 10.65 -5.35
H 1.84 11.35 -6.53
H 1.99 11.77 -4.82
H 2.21 5.61 -2.67
H 3.09 5.90 -1.18
H 4.39 6.50 -3.87
H 4.45 4.89 -3.14
H 5.16 6.28 -2.31
H 0.22 10.88 -3.08
H -0.68 10.15 -1.79
H -0.61 8.80 -4.53
H -1.79 10.05 -4.11
H -1.74 8.54 -3.21
*
```


Computed, not measured: a molecular structure, C12H18BaBrCl2N5O, with wB97M-V/def2-TZVPD.

## Properties
HOMO-LUMO gap (spin up / spin down)	8.781 / 7.598	eV

The geometry in ORCA input format:
```
! wB97M-V def2-TZVPD RIJCOSX def2/J DEFGRID3
* xyz 0 1
Ba -0.81 -0.59 -0.74
Cl 1.26 -2.79 0.13
C 0.11 -2.61 1.56
Cl -1.89 -1.24 2.14
H 0.74 -2.29 2.38
H -0.35 -3.58 1.67
C 1.94 1.82 -0.60
N 2.83 2.83 -0.05
C 3.47 2.29 1.15
N 2.49 1.90 2.17
C 1.61 0.90 1.58
N 0.92 1.40 0.38
C 0.15 2.60 0.76
N 1.00 3.63 1.34
C 2.02 3.99 0.34
C 1.68 3.07 2.51
H 2.53 0.94 -0.88
H 1.44 2.20 -1.49
H 4.13 3.05 1.58
H 4.07 1.42 0.88
H 0.85 0.60 2.32
H 2.19 0.01 1.31
H -0.61 2.31 1.50
H -0.37 2.99 -0.12
H 2.67 4.75 0.77
H 1.53 4.39 -0.54
H 0.94 2.79 3.25
H 2.33 3.84 2.94
O -1.25 0.82 -2.42
Br -1.13 -2.31 -4.16
C -2.45 -3.09 -3.05
C -3.26 -4.10 -3.54
C -4.19 -4.66 -2.68
C -4.27 -4.19 -1.37
C -3.42 -3.18 -0.98
N -2.52 -2.63 -1.81
H -3.16 -4.43 -4.56
H -4.84 -5.45 -3.02
H -4.98 -4.61 -0.67
H -3.43 -2.79 0.03
*
```